22
Properties=species:S:1:pos:R:3:nbo_charge:R:1 method="wB97M-V/def2-TZVPD" gap_ev=9.27 e_tot_ha=-1107.59108 e_above_lowest_kcal_mol=37.1 smiles=CCSSCC.O.O charge=0
C 1.404 1.410 1.202 -0.6390
C 1.706 -0.027 1.266 -0.5786
S 1.895 -1.155 -0.140 0.1109
S 0.479 -0.864 -1.460 0.0911
C -0.976 -1.752 -0.768 -0.5590
C -2.084 -0.779 -0.797 -0.6496
H 0.550 1.597 0.487 0.1954
H 2.192 2.176 0.968 0.2253
H 1.181 1.725 2.236 0.2217
H 1.354 -0.547 2.146 0.2187
H 2.795 -0.034 1.555 0.2308
H -1.215 -2.670 -1.398 0.2234
H -0.849 -2.196 0.222 0.2308
H -2.919 -0.963 0.020 0.2425
H -2.610 -0.759 -1.715 0.2140
H -1.864 0.383 -0.523 0.2122
O -2.731 0.753 1.682 -0.9364
H -1.779 0.770 1.409 0.4714
H -2.715 0.818 2.637 0.4678
O -1.166 3.307 -0.177 -0.9348
H -0.372 2.830 -0.614 0.4726
H -0.853 3.582 0.698 0.4690

***

64
Properties=species:S:1:pos:R:3:lowdin_spin:R:1 method="wB97M-V/def2-TZVPD" gap_ev="4.65 / 6.74" spin_multiplicity=2 e_tot_ha=-3892.09124 e_above_lowest_kcal_mol=0.0 s2=0.7656 charge=-1
Hg -0.556 -0.002 0.427 0.0090
C 3.605 -0.715 1.846 0.0365
C 2.452 -0.824 0.934 0.2078
N 1.231 -1.071 1.308 0.2266
C 0.881 -1.628 2.554 0.0281
C -0.384 -2.552 2.495 0.0073
N -1.538 -1.733 2.036 0.0008
C -2.581 -2.551 1.389 0.0003
C -3.246 -1.846 0.189 0.0001
N -2.312 -1.467 -0.816 -0.0002
C -2.864 -0.790 -2.010 0.0000
C -1.848 -0.718 -3.167 -0.0019
N -0.544 -0.352 -2.719 -0.0140
C 0.503 -0.262 -3.440 0.0029
C 0.660 0.003 -4.901 0.0033
C 1.759 -0.440 -2.604 0.0034
C 3.026 -0.324 -3.220 0.1061
C 4.141 -0.445 -2.422 0.0352
C 3.958 -0.385 -1.022 0.0620
C 2.686 -0.558 -0.501 0.1069
N 1.610 -0.521 -1.294 0.1159
H 3.325 -0.933 2.857 -0.0005
H 4.039 0.320 1.793 0.0154
H 4.388 -1.425 1.671 0.0073
H 0.624 -0.843 3.280 0.0122
H 1.729 -2.188 2.976 0.0018
H -0.482 -2.975 3.521 0.0015
H -0.181 -3.284 1.709 0.0001
H -1.898 -1.194 2.777 0.0003
H -3.361 -2.796 2.134 0.0001
H -2.091 -3.509 1.116 0.0000
H -3.802 -0.974 0.575 0.0001
H -4.060 -2.531 -0.142 0.0000
H -1.673 -2.244 -1.105 -0.0001
H -3.114 0.242 -1.658 0.0001
H -3.695 -1.340 -2.381 0.0000
H -2.341 0.021 -3.836 -0.0006
H -1.779 -1.651 -3.757 -0.0007
H -0.338 0.196 -5.337 0.0000
H 1.144 -0.839 -5.427 0.0007
H 1.279 0.841 -5.196 0.0010
H 3.067 -0.369 -4.315 0.0077
H 5.112 -0.742 -2.849 0.0005
H 4.850 -0.428 -0.472 0.0065
Se 0.510 -6.599 -1.038 0.0001
C -0.218 -4.982 -0.977 0.0001
N -0.723 -3.905 -0.840 0.0003
C -0.413 4.395 4.019 -0.0001
C -0.262 2.969 4.099 0.0002
C -0.397 2.205 2.979 0.0004
C -0.654 2.825 1.761 0.0007
C -0.848 2.073 0.506 0.0050
C -0.767 2.746 -0.660 0.0012
C -0.894 4.170 -0.751 0.0001
C -0.882 4.932 0.398 0.0008
C -0.680 4.290 1.663 0.0001
C -0.650 5.053 2.864 0.0001
H -0.470 4.985 4.915 0.0000
H -0.127 2.567 5.104 0.0001
H -0.335 1.110 3.112 0.0011
H -0.892 2.198 -1.614 0.0000
H -0.991 4.649 -1.727 0.0000
H -0.853 6.000 0.364 0.0001
H -0.837 6.142 2.830 0.0000

***

14
Properties=species:S:1:pos:R:3:nbo_charge:R:1 method="wB97M-V/def2-TZVPD" gap_ev=10.88 e_tot_ha=-510.24693 e_above_lowest_kcal_mol=59.6 smiles=N[C@H]1C[C@H](F)C1(F)F charge=0
N 1.170 -0.686 -1.161 -0.8478
C 0.824 -0.205 0.248 -0.1134
C 0.161 1.051 0.336 -0.4560
C -1.204 0.339 -0.024 0.1389
F -2.417 0.366 0.712 -0.3497
C -0.500 -0.901 0.467 0.6427
F -0.798 -2.178 0.065 -0.2995
F -0.923 -0.645 1.834 -0.3588
H 2.325 -0.388 -1.246 0.3814
H 0.496 -0.272 -1.865 0.3687
H 1.839 -0.247 0.858 0.2224
H 0.564 1.759 -0.419 0.2218
H 0.132 1.572 1.241 0.2494
H -1.669 0.435 -1.046 0.1997

***

13
Properties=species:S:1:pos:R:3:lowdin_spin:R:1 method="wB97M-V/def2-TZVPD" gap_ev="8.56 / 7.08" spin_multiplicity=2 e_tot_ha=-1179.68313 e_above_lowest_kcal_mol=0.0 s2=0.7580 charge=+1
O -1.221 0.448 -0.402 0.5770
C 1.173 0.686 0.961 -0.0075
C -0.538 -0.439 -1.196 0.0568
O 2.180 1.291 1.284 0.0243
O 1.425 -0.445 0.262 0.0052
C 0.397 -1.248 -0.273 0.0307
H 0.014 0.125 -1.962 -0.0014
H -1.257 -1.178 -1.593 0.0303
H 0.900 -1.999 -0.891 0.0015
H -0.167 -1.737 0.535 -0.0007
O -0.042 1.279 1.376 0.2949
Na -1.890 0.090 1.872 -0.0065
K -0.974 3.127 0.027 -0.0046